7
Properties=species:S:1:pos:R:3:forces:R:3 method="wB97M-V/def2-TZVPD" e_homo_ha="-0.5707 / -0.5404" e_above_lowest_kcal_mol=165.2 gap_ev="8.08 / 7.47" total_charge=+1 total_energy_ev=-16118.159 largest_force_ha_per_bohr=0.0589 multiplicity=1 e_lumo_ev="-7.5 / -7.2"
C -0.317578 -0.340326 -0.418912 -1.31 1.02 -2.43
N -0.413036 0.968935 -2.037534 0.72 -2.85 0.74
C 0.244192 -0.620041 0.788430 1.00 0.13 1.32
Cl -0.599612 2.434839 -1.650595 -0.31 1.84 0.64
H -0.598745 -0.882597 1.458515 -0.04 -0.06 -0.04
H 0.965830 0.043048 1.286261 -0.08 0.08 -0.20
H 0.718948 -1.603858 0.573836 0.02 -0.15 -0.03

=====

9
Properties=species:S:1:pos:R:3:forces:R:3 method="wB97M-V/def2-TZVPD" e_homo_ha=-0.3766 e_above_lowest_kcal_mol=44.1 gap_ev=9.96 total_charge=0 total_energy_ev=-21024.509 largest_force_ha_per_bohr=0.0464 multiplicity=1 e_lumo_ev=-0.3
O 1.106438 -1.932598 -0.980973 1.95 0.30 -0.69
H 0.101034 0.509459 2.384172 0.36 0.04 -0.39
N 0.930359 1.334496 0.934215 1.79 1.12 1.13
H -1.827648 -0.916992 -0.838175 0.45 -0.07 0.27
O 0.006684 0.507446 1.415771 -1.09 -0.36 -0.04
S 0.921967 1.947904 -0.454834 -0.45 -0.74 0.53
O -0.193626 1.536595 -1.273036 -0.50 0.11 -1.09
N -1.085410 -1.443791 -0.385935 -1.42 0.75 -0.44
C 0.040202 -1.542519 -0.801206 -1.09 -1.15 0.73

=====

26
Properties=species:S:1:pos:R:3:forces:R:3 method="wB97M-V/def2-TZVPD" smiles=Cc1ccccc1.CCC e_homo_ha=-0.3331 e_above_lowest_kcal_mol=52.8 gap_ev=9.91 total_charge=0 total_energy_ev=-10627.455 largest_force_ha_per_bohr=0.1294 multiplicity=1 e_lumo_ev=0.8
H -2.765687 -0.378990 2.534457 1.06 0.47 -0.94
H 1.955042 3.347184 1.326101 -0.54 0.45 0.49
H -2.122733 0.275005 -0.880458 -0.72 0.36 -0.67
H 2.538918 3.504710 -1.540202 -0.89 -0.22 -0.69
H 0.828160 4.224238 0.238910 -1.14 0.40 0.01
C -0.901275 -2.837832 -1.228104 0.64 -1.83 0.23
H -2.228755 1.017588 1.456291 -0.39 -1.08 0.03
H -0.577092 -2.417436 2.025087 -0.28 0.77 1.05
C 1.824011 3.920670 0.406897 1.33 -1.87 0.29
H 2.491049 4.748705 0.451175 0.41 0.87 0.08
C -0.686202 -3.119206 0.116095 -1.34 5.18 -1.52
C -1.660153 -1.010691 0.672771 1.23 1.70 2.33
H -1.117621 0.260001 2.364493 2.44 -0.12 1.60
C 2.309593 2.931898 -0.647909 -0.26 0.10 0.13
H 4.363969 2.855431 0.316892 -0.97 -0.49 -0.25
C -1.948886 -0.007341 1.833328 -3.33 0.31 -2.21
H -1.618701 -1.502315 -2.801665 0.41 0.15 3.39
C 3.641959 2.274846 -0.318522 -1.36 -1.73 3.38
C -1.846914 -0.737756 -0.693932 -0.61 2.00 3.38
H 3.366992 1.221148 0.134716 1.09 2.05 -0.34
H -0.324085 -3.926972 0.540491 2.04 -4.30 1.07
C -0.912578 -2.093955 1.066164 -0.98 -2.24 -1.99
H -0.553995 -3.570689 -1.991714 -0.62 0.67 0.56
C -1.469752 -1.627012 -1.584243 0.48 -2.03 -6.32
H 4.137843 2.066121 -1.184477 1.44 -0.68 -2.44
H 1.527865 2.114543 -0.725365 0.87 1.10 -0.65

=====

43
Properties=species:S:1:pos:R:3:forces:R:3 method="wB97M-V/def2-TZVPD" e_homo_ha=-0.3090 e_above_lowest_kcal_mol=0.0 gap_ev=7.85 total_charge=0 total_energy_ev=-48454.201 largest_force_ha_per_bohr=0.0380 multiplicity=1 e_lumo_ev=-0.6
C 0.916469 -1.562653 -2.899742 -0.03 0.02 1.34
H -4.855329 -0.903755 -0.956325 0.01 -0.09 0.06
H -0.573598 0.357892 -4.043401 0.07 0.10 -0.02
C 1.612722 -1.577491 -0.786782 -0.91 0.39 -1.05
C -4.231131 -0.705550 -1.810097 1.04 0.31 -1.38
C -3.244940 -2.616620 2.514201 0.87 -0.35 -0.31
C 4.271008 0.390641 4.456564 0.20 0.08 -0.14
N 0.159948 -0.691680 -2.195764 0.67 -0.18 1.10
H 2.680684 -0.424332 5.703379 -0.17 0.50 -0.05
N 2.629567 0.338154 2.728712 0.12 0.21 0.48
H 0.766140 -1.679155 -3.954178 -0.08 -0.09 -0.17
C -3.380638 -0.348386 -3.842627 -0.09 -0.04 0.82
H -3.193202 -0.228175 -4.890453 0.17 0.05 -0.21
C -4.556612 -0.718088 -3.195109 1.01 0.26 0.59
N -0.451600 1.686084 -2.234579 0.54 0.56 1.31
C 1.824353 -2.171885 -2.039540 -0.14 0.30 -0.17
N -2.955305 -0.372884 -1.661852 0.15 0.26 0.46
C 2.881039 0.465661 5.086508 -0.29 0.06 0.23
H -2.529763 -2.431750 3.314398 0.04 0.03 -0.06
C 0.328021 3.174842 -0.804680 -0.44 -1.11 -1.22
N -0.103018 1.893862 -0.891802 -0.53 1.13 -0.41
O 0.691931 0.679109 3.860486 0.89 -0.11 -0.06
B -0.877336 0.305626 -2.879946 0.06 -0.33 -0.07
N 0.619667 -0.662768 -0.870455 0.10 -0.97 -0.29
O 4.825251 0.143748 2.046554 -0.40 0.18 0.96
H 2.134433 -1.788057 0.150457 -0.23 0.21 -0.30
H 2.553084 -2.908218 -2.300638 0.21 -0.21 -0.06
H 4.820252 1.326273 4.651646 0.12 -0.57 -0.09
N -2.412615 -0.131905 -2.891474 -0.16 -0.15 1.52
H 2.756389 1.391435 5.668259 -0.18 -0.51 0.04
H 0.656151 3.615966 0.136161 -0.16 -0.15 -0.15
H -3.227714 -3.673003 2.253396 0.13 0.01 -0.08
H -5.509117 -0.984072 -3.588661 -0.31 -0.01 -0.50
H -0.220020 2.809397 -4.023775 -0.18 -0.01 0.21
C 0.320330 3.768277 -2.074370 0.24 0.33 -0.07
Ca 0.827699 0.792650 1.392882 -0.93 -0.48 -1.65
C -0.136016 2.794617 -2.945415 -0.23 -0.22 0.86
H -3.013851 -2.013916 1.636897 0.04 -0.04 0.03
H 4.827220 -0.488575 4.810806 0.10 0.48 -0.17
H -4.217866 -2.390097 2.858621 -1.07 0.37 0.39
C 4.019611 0.275224 2.944736 -0.51 -0.25 -0.46
H 0.627148 4.769192 -2.329078 0.03 -0.04 -0.02
C 1.940536 0.494350 3.896063 0.25 0.05 -1.24

=====

54
Properties=species:S:1:pos:R:3:forces:R:3 method="wB97M-V/def2-TZVPD" smiles="O=S(=O)(NC[C@@H]1OCCc2ccccc21)c1ccc(S(=O)(=O)N2CCOCC2)cc1" e_homo_ha=-0.3333 e_above_lowest_kcal_mol=59.7 gap_ev=9.07 total_charge=0 total_energy_ev=-58064.155 largest_force_ha_per_bohr=0.0202 multiplicity=1 e_lumo_ev=0.0
O -4.523667 0.045053 -2.738006 0.05 -0.13 0.36
C 5.484313 1.066368 2.471439 -0.19 0.19 0.16
H 3.630119 2.094791 2.933980 0.13 0.04 0.20
C 3.769327 -1.163669 2.266525 0.39 -0.43 -0.16
C 0.043461 0.319145 1.914230 -0.04 -0.05 0.05
C -1.683914 0.294598 -2.715178 -0.01 -0.01 -0.01
C -1.811105 1.825886 -0.869291 -0.03 -0.05 -0.13
H 5.676766 -2.107376 1.818712 -0.09 0.02 -0.06
H 0.271563 -0.033258 -3.506467 0.08 -0.07 -0.10
H -4.147025 -1.939253 -1.048847 0.03 -0.36 0.03
C 4.066461 1.103232 3.045858 0.44 0.46 -0.05
O 3.256791 0.232336 -0.253150 -0.10 -0.23 0.03
N -3.709505 -1.292443 -0.414234 0.13 -0.48 0.51
S 2.544546 0.714378 0.898416 -0.30 -0.44 0.49
C 0.657939 -1.117848 0.070615 0.03 -0.10 0.00
H -4.411746 1.777500 -1.634781 0.07 -0.18 0.03
C 5.207312 -1.125785 1.736941 -0.22 -0.21 -0.11
C -0.442503 2.009580 -0.916551 -0.02 0.10 -0.02
H -4.378038 -0.564520 -4.631040 0.08 0.10 -0.01
H 3.751001 -1.587939 3.275419 -0.05 0.00 -0.10
H 4.077421 0.814196 4.101238 -0.04 0.02 -0.08
O 6.003819 -0.245008 2.499364 0.10 -0.04 0.17
O 2.339965 2.126678 1.024619 -0.09 0.18 0.22
O -3.896608 -1.456304 2.127178 0.18 0.24 -0.13
C 0.313749 1.331476 -1.859830 -0.03 0.10 -0.12
H -2.403452 2.364338 -0.143206 -0.07 0.09 0.12
C -3.937768 0.780422 -1.676063 -0.18 0.15 0.58
C -1.515754 -1.259023 1.039019 -0.46 -0.14 0.11
H 0.045720 2.676687 -0.223077 0.04 0.07 0.09
C -4.308161 0.018657 -0.387760 -0.15 0.57 -0.32
C -2.441720 0.964763 -1.760592 0.09 -0.03 -0.19
H 5.189541 -0.806497 0.685830 0.07 -0.09 0.13
N 3.206250 0.171265 2.339176 -0.52 0.45 -0.78
H 1.404612 -1.410503 -0.650609 0.01 -0.08 -0.12
C -0.308763 0.484573 -2.756562 -0.02 0.07 0.01
H 6.165314 1.676111 3.067186 -0.08 0.05 -0.08
H 1.383498 1.469669 -1.888395 0.14 0.01 -0.04
S -3.165503 -1.957634 0.999640 0.01 0.09 -0.42
H -3.684269 1.053836 -4.337657 -0.03 -0.11 0.00
H -2.511253 -1.582308 -3.320206 -0.02 -0.06 -0.10
C 0.955321 -0.110177 0.969250 0.45 0.09 0.03
C -1.213114 -0.263746 1.948115 0.02 0.08 0.16
H -0.880780 -2.489312 -0.571741 0.06 -0.09 -0.18
H -5.399923 -0.037051 -0.312200 0.12 0.03 0.09
H 5.458509 1.440523 1.436707 0.07 0.02 0.07
H -1.845152 -0.617686 -4.651039 0.01 -0.02 -0.01
O -3.078248 -3.370889 0.787289 0.12 0.02 -0.24
H 3.135151 -1.759504 1.609966 0.06 -0.23 0.09
C -2.398726 -0.567977 -3.712719 -0.34 0.18 0.07
C -3.785115 0.034151 -3.936262 0.20 -0.18 -0.45
H 0.324443 1.110831 2.589658 -0.07 0.10 0.15
H -1.964612 0.032570 2.662988 -0.02 0.10 0.11
C -0.598109 -1.700444 0.105919 0.14 -0.02 0.00
H -3.918380 0.532541 0.490188 -0.13 0.22 -0.06